1.
101
Properties=species:S:1:pos:R:3 method="wB97M-V/def2-TZVPD" smiles="N=[PH2][C@@H]1COS(=O)(=O)[C@@]([PH2]=O)(C(F)(F)F)[C@H]1C(F)(F)F.ClCCCl.ClCCCl.ClCCCl.ClCCCl.ClCCCl.ClCCCl.ClCCCl.ClCCCl.ClCCCl"
N 4.45596 0.03862 -2.23859
P 3.85252 1.15742 -3.14619
C 2.02014 0.92552 -3.27628
C 1.87870 -0.35261 -4.09737
O 0.49740 -0.81951 -4.12759
S -0.48094 0.12692 -4.88496
O -1.79071 -0.41029 -4.71579
O 0.05774 0.45942 -6.17490
C -0.36062 1.67834 -3.91496
P -1.31904 2.91711 -4.96091
O -0.46934 3.63100 -5.94065
C -1.06269 1.45547 -2.55281
F -0.77697 2.44928 -1.68080
F -0.72926 0.31234 -1.94010
F -2.40022 1.45539 -2.71382
C 1.16230 2.06432 -3.87580
C 1.47133 3.42329 -3.20684
F 0.44891 4.28373 -3.22024
F 2.47347 4.02636 -3.83247
F 1.85344 3.29632 -1.93692
H 4.97895 0.41200 -1.44893
H 4.06754 2.48679 -2.77837
H 4.22235 1.06190 -4.50273
H 1.73692 0.72591 -2.23091
H 2.45184 -1.16389 -3.62589
H 2.21979 -0.23029 -5.13325
H -1.89316 3.71704 -3.96727
H -2.34903 2.11815 -5.46508
H 1.45191 2.20470 -4.93136
Cl -3.19272 4.24525 1.53469
C -1.70602 3.33048 1.15596
C -1.98166 1.86399 0.96800
Cl -2.42925 1.05785 2.49416
H -0.99409 3.50041 1.95974
H -1.31028 3.74293 0.22974
H -1.08014 1.36801 0.61583
H -2.78424 1.69113 0.25504
Cl 0.44659 -4.83262 -8.08118
C -1.00029 -4.43345 -7.11590
C -0.71545 -3.39110 -6.06634
Cl 0.35760 -4.00897 -4.78399
H -1.35834 -5.35616 -6.66653
H -1.75038 -4.05572 -7.80868
H -1.64569 -3.08949 -5.58790
H -0.24632 -2.51365 -6.50686
Cl 1.64902 -4.90972 -1.79285
C 0.44282 -5.99598 -1.06203
C 0.63409 -7.42861 -1.48814
Cl 0.27506 -7.67198 -3.21759
H -0.54004 -5.62566 -1.34270
H 0.55531 -5.91903 0.01777
H -0.04688 -8.06612 -0.92653
H 1.65577 -7.75771 -1.31640
Cl 2.09280 -0.65653 6.40471
C 0.58235 0.28992 6.43755
C -0.05727 0.39108 5.07780
Cl 0.92372 1.35495 3.94207
H 0.82391 1.27213 6.83567
H -0.10222 -0.21295 7.11864
H -1.02678 0.87987 5.16130
H -0.19439 -0.59090 4.63181
Cl -2.56789 -4.73999 1.33338
C -3.03896 -3.14757 1.99030
C -3.81097 -2.33488 0.98700
Cl -2.78834 -1.82504 -0.38689
H -2.13010 -2.63398 2.29476
H -3.64949 -3.33643 2.86970
H -4.17759 -1.42896 1.46203
H -4.65432 -2.89208 0.58678
Cl 6.92994 1.72663 0.64617
C 8.35731 1.81539 -0.41848
C 8.23012 2.92626 -1.42969
Cl 6.92565 2.57834 -2.59667
H 8.46252 0.84937 -0.90528
H 9.22434 1.99581 0.21464
H 9.15402 3.02526 -1.99611
H 7.99760 3.87442 -0.95237
Cl -4.27361 -0.12984 6.14941
C -5.15843 0.59752 4.77830
C -6.35817 -0.21966 4.37910
Cl -5.89373 -1.80922 3.70159
H -4.45681 0.70005 3.95631
H -5.48242 1.58686 5.09415
H -6.91921 0.30996 3.61133
H -7.00950 -0.41579 5.22660
Cl 5.08720 -2.33922 6.64501
C 4.46843 -3.27960 5.26246
C 5.54613 -4.10335 4.60617
Cl 6.76167 -3.09134 3.78427
H 4.02515 -2.57601 4.56191
H 3.69008 -3.93709 5.64639
H 5.09912 -4.74495 3.84866
H 6.06861 -4.71915 5.33371
Cl -6.98463 6.57049 2.59893
C -6.31509 6.87539 4.22246
C -5.43547 5.74628 4.69120
Cl -6.36870 4.25657 5.00409
H -7.15016 7.03539 4.89953
H -5.72437 7.78768 4.16016
H -4.95222 6.02002 5.62738
H -4.67360 5.50406 3.95649

---

2.
34
Properties=species:S:1:pos:R:3 method="wB97M-V/def2-TZVPD" multiplicity=3 total_charge=+2
V 0.50542 0.64569 -0.24426
N -0.77449 1.87753 0.90965
C -1.65871 1.08876 1.81466
C -2.18183 -0.09429 1.02545
N -1.04647 -0.84215 0.40560
C -1.51876 -1.62103 -0.78101
C -0.48189 -1.63688 -1.89098
N -0.00926 -0.23954 -2.09398
C -0.41936 -1.72419 1.43463
C 1.04595 -1.97614 1.13903
N 1.70003 -0.65500 0.91364
H -1.34697 2.45982 0.29449
H -0.22574 2.55251 1.44617
H -1.06798 0.78126 2.67668
H -2.48540 1.69181 2.18882
H -2.79190 -0.74733 1.65380
H -2.82321 0.27711 0.22492
H -1.79762 -2.63814 -0.50070
H -2.42074 -1.14131 -1.16232
H 0.38203 -2.25075 -1.64522
H -0.91704 -2.04661 -2.80255
H 0.79451 -0.22232 -2.72548
H -0.72684 0.29702 -2.58507
H -0.49537 -1.22628 2.40201
H -0.96445 -2.66640 1.52108
H 1.51079 -2.51158 1.96656
H 1.18559 -2.58369 0.24792
H 1.91417 -0.22375 1.81499
H 2.61547 -0.78150 0.47764
F 1.72466 1.80813 -0.74747
B 3.20090 3.59439 -1.84685
F 3.11360 2.90337 -2.96837
F 4.17019 3.34542 -0.99380
F 2.29072 4.50607 -1.56969

---

no.,DFT total energy (a.u.)
1,-11260.7835
2,-1826.4834